DFT (ωB97M-V/def2-TZVPD) results for a molecular structure, C12H18F12KN3O8S4.

Computed properties:
Orbital gap = 7.12 eV
E = -125855.064 eV
E_HOMO = -8.5 eV

XYZ file:
```
58
Properties=species:S:1:pos:R:3:forces:R:3
K -1.433 3.292 -1.885 -0.05 0.41 0.11
C 0.547 -2.497 -1.023 -0.37 -0.11 -0.25
C 1.698 -3.263 -0.327 -1.37 -0.48 -0.59
C 1.088 -4.665 0.091 1.42 -0.50 0.88
N 2.013 -5.637 0.985 -0.04 0.54 0.01
C 3.385 -5.785 0.347 0.13 1.41 2.00
C 2.047 -5.022 2.390 1.14 1.25 1.03
C 0.792 -5.444 3.134 -0.76 0.73 0.93
C 0.385 -6.714 2.488 -0.37 -1.52 -2.02
C 1.387 -6.957 1.292 -1.06 -0.34 0.40
H 0.300 -2.941 -1.987 -0.03 -0.34 0.02
H 0.808 -1.473 -1.286 0.26 0.01 0.42
H -0.371 -2.477 -0.435 0.09 0.12 0.15
H 2.081 -2.604 0.452 0.05 -0.55 0.35
H 2.428 -3.356 -1.131 0.41 -0.42 0.44
H 0.867 -5.283 -0.779 -0.06 0.22 -0.09
H 0.214 -4.624 0.741 -0.15 0.54 -0.35
H 3.452 -6.191 -0.663 -0.59 0.28 0.16
H 4.058 -6.305 1.028 -0.42 -0.66 -0.03
H 3.748 -4.768 0.500 0.35 0.11 -1.13
H 2.905 -5.297 3.003 0.37 -0.92 -0.67
H 2.235 -3.950 2.330 -0.58 0.10 -0.40
H 0.801 -5.715 4.190 1.58 0.40 0.20
H 0.022 -4.681 3.250 -0.13 0.20 -1.10
H 0.434 -7.545 3.192 0.02 -0.08 -0.26
H -0.629 -6.688 2.088 -0.02 -0.03 0.06
H 2.197 -7.632 1.570 -0.02 0.11 0.06
H 0.883 -7.377 0.421 0.13 0.15 -0.09
C -4.828 6.498 -2.059 -0.38 1.99 -2.50
F -5.185 5.240 -2.283 0.66 -0.68 0.61
F -5.960 7.140 -1.698 1.10 -0.26 0.12
F -3.865 6.664 -1.169 -0.35 -0.78 0.91
S -4.141 7.298 -3.694 -3.35 0.82 -0.17
O -4.978 6.830 -4.790 0.82 -0.53 1.18
O -4.351 8.746 -3.452 1.65 -2.64 0.24
N -2.619 6.553 -3.735 -2.51 0.57 0.59
S -1.860 7.552 -4.669 2.00 3.05 -0.99
O -2.510 7.822 -5.965 1.49 -0.69 1.93
O -1.403 8.727 -3.880 -0.07 -2.32 -1.98
C -0.296 6.453 -5.040 -0.43 2.72 0.45
F 0.462 7.126 -5.883 0.35 0.70 -0.74
F 0.442 6.321 -3.932 -0.18 -0.70 0.64
F -0.525 5.298 -5.586 -0.68 -1.70 -0.08
C -2.490 1.818 2.626 2.61 -1.99 0.45
F -2.415 2.990 3.103 0.09 3.04 0.63
F -3.409 1.171 3.291 -0.90 -0.92 0.02
F -2.760 1.851 1.329 -0.45 -0.03 -0.82
S -0.795 0.923 2.919 -1.77 -0.77 0.69
O -0.488 1.034 4.356 -0.25 0.65 -2.74
O -1.176 -0.436 2.520 1.07 1.23 -0.61
N 0.156 1.828 1.750 -3.70 -2.09 0.74
S 1.489 2.010 2.465 3.56 2.11 3.67
O 1.509 3.166 3.404 0.40 -2.07 -2.49
O 2.029 0.766 3.010 0.03 0.76 -0.95
C 2.670 2.454 1.009 0.23 0.78 1.25
F 3.918 2.459 1.587 -1.41 -0.35 -1.32
F 2.588 1.597 -0.033 0.42 0.37 0.79
F 2.450 3.699 0.524 0.03 -0.92 0.23
```
Forces are in eV/Å.



DFT (ωB97M-V/def2-TZVPD) results for a gas-phase ion, C5H11N2O (charge +1).

Computed properties:
Orbital gap = 8.05 eV
Energy relative to the best compared isomer or geometry (same formula, charge and spin) = 352.1 kJ/mol
E = -10381.956 eV
E_HOMO = -13.7 eV
Net charge = +1

XYZ file:
```
19
Properties=species:S:1:pos:R:3:forces:R:3
C -2.069 0.724 0.370 1.88 0.63 1.10
C -0.343 -0.710 -0.715 0.35 -0.01 -0.66
C 0.855 -0.004 -0.069 -1.79 -0.94 1.47
C 1.570 -0.868 0.920 -4.22 1.55 0.95
C 1.253 1.317 -0.528 -0.41 -0.06 -0.76
N -1.227 1.110 1.238 0.24 -0.59 0.81
N -1.611 0.002 -0.645 2.65 -0.83 -0.58
O -0.521 -2.066 -0.295 -0.42 1.72 0.16
H -3.076 1.003 0.249 -1.49 0.23 0.36
H -0.022 -0.604 -1.788 -0.36 -0.65 0.42
H 2.306 -1.208 0.336 3.35 -2.06 -2.19
H 0.871 -1.655 1.253 0.73 0.27 -0.21
H 2.011 -0.379 1.749 0.46 0.92 0.62
H 1.737 1.415 -1.529 0.18 -0.79 0.63
H 1.899 1.713 0.241 -0.05 0.81 -0.07
H 0.311 1.837 -0.782 0.39 0.33 0.73
H -1.621 1.452 2.112 0.06 0.39 -0.39
H -2.232 -0.364 -1.275 -1.90 -0.78 -1.81
H -0.091 -2.716 -0.844 0.34 -0.12 -0.56
```
Forces are in eV/Å.



DFT (ωB97M-V/def2-TZVPD) results for 2 unconnected molecules or ions with the total composition C5H13NO.

Computed properties:
Orbital gap = 8.66 eV
Energy relative to the best compared isomer or geometry (same formula, charge and spin) = 252.7 kJ/mol
E = -8931.392 eV
E_HOMO = -7.8 eV
Structure (SMILES) = CC/C=C(/C)N.O

XYZ file:
```
20
Properties=species:S:1:pos:R:3:forces:R:3
C 0.208 2.765 0.301 2.48 0.67 0.07
C -0.313 1.355 0.566 -0.62 0.80 -2.19
C 0.442 0.109 0.340 1.66 -2.00 1.66
C 0.005 -1.182 0.584 0.62 1.35 -1.83
C 0.869 -2.386 0.157 0.33 1.59 0.24
N -1.249 -1.490 1.074 -4.95 0.70 -0.26
H 0.878 3.333 0.981 -0.53 -0.91 0.51
H 0.814 2.876 -0.601 -0.04 -0.72 -0.42
H -0.589 3.428 0.093 -1.19 0.58 0.10
H -1.037 1.364 -0.260 -0.78 -0.36 0.31
H -0.865 1.327 1.452 -0.94 0.07 1.61
H 1.539 0.184 0.258 -0.47 -0.03 -0.44
H 1.373 -2.105 -0.817 -0.69 -0.62 1.15
H 1.652 -2.495 0.948 -0.64 -0.51 -0.68
H 0.193 -3.244 0.048 0.65 0.00 0.04
H -1.962 -2.180 0.644 2.75 0.52 0.42
H -1.984 -0.698 1.132 2.41 -0.90 0.22
O -0.252 -0.730 -2.347 2.86 2.73 -2.41
H 0.480 -0.185 -2.887 -2.25 -2.42 0.80
H -0.203 -0.048 -1.666 -0.67 -0.53 1.11
```
Forces are in eV/Å.



DFT (ωB97M-V/def2-TZVPD) results for a molecular structure, C38H46Cl69I2N6O3S.

Computed properties:
Orbital gap = 7.29 eV
Energy relative to the best compared isomer or geometry (same formula, charge and spin) = 1318.0 kJ/mol
E = -946292.997 eV
E_HOMO = -11.3 eV
Net charge = +1

XYZ file:
```
165
Properties=species:S:1:pos:R:3:forces:R:3
C 2.915 -4.005 2.028 0.34 0.22 0.11
C 3.320 -2.855 0.892 1.46 -0.37 1.92
N 2.615 -3.048 -0.430 0.18 0.25 1.39
N 2.450 -1.775 -1.026 -2.38 0.73 -0.62
C 3.675 -1.241 -1.715 2.29 -0.17 -0.40
C 4.527 -2.424 -2.539 -0.27 0.67 -1.24
C 4.812 -1.849 -4.084 -0.98 -1.16 0.56
C 3.390 -1.708 -4.955 -0.77 3.29 -4.86
O 3.373 -1.038 -6.131 -0.20 -4.45 7.79
O 2.149 -2.301 -4.374 2.43 2.13 -1.47
C 1.221 -1.193 -0.909 -5.01 3.61 -0.03
N -0.089 -1.634 -0.297 -0.35 2.64 -1.59
C -1.202 -0.629 -0.475 6.45 -0.96 -1.79
C -2.729 -0.900 0.044 1.55 -0.43 2.47
C -2.466 -1.439 1.723 -0.05 2.97 2.18
C -2.817 -0.227 2.916 5.28 -1.89 -2.36
O -1.308 -0.722 2.489 -4.14 -1.63 -3.54
N -0.529 0.509 -1.203 -3.45 -3.52 2.76
C -1.315 1.737 -1.593 -1.25 -0.77 -1.21
I -0.748 3.559 -0.441 -0.37 -0.98 -0.46
C -1.411 2.010 -3.219 -0.30 2.07 0.14
C -0.470 3.232 -3.766 0.10 0.55 -0.83
I -1.058 0.181 -4.405 -0.28 0.78 0.66
N 0.828 0.169 -1.414 -0.45 -2.28 1.21
N 1.498 1.191 -2.052 5.39 3.25 3.40
C 2.385 1.845 -1.233 -1.92 1.19 0.42
S 3.220 2.912 -0.179 -2.74 -4.26 -4.28
H 2.146 -3.600 2.831 1.47 -0.83 -1.89
H 3.901 -4.305 2.611 -2.08 0.66 -1.25
H 2.533 -4.991 1.503 0.60 2.45 1.26
H 4.499 -2.968 0.740 -2.57 0.21 0.00
H 3.184 -1.750 1.325 -0.10 -2.37 -0.93
H 1.709 -3.552 -0.353 0.75 0.83 0.03
H 4.403 -0.845 -0.869 -1.56 -0.61 -1.66
H 3.511 -0.397 -2.498 -0.38 -1.53 1.78
H 5.577 -2.609 -2.031 -2.42 0.21 -0.99
H 3.907 -3.407 -2.697 1.29 1.95 0.79
H 5.401 -0.818 -4.040 -1.54 -2.33 -0.54
H 5.423 -2.702 -4.632 -1.10 2.08 0.95
H 1.329 -1.876 -4.782 1.80 -0.56 0.19
H -3.271 -1.806 -0.463 1.40 2.04 0.63
H -3.373 0.077 0.119 1.51 -2.08 -0.42
H -2.754 -2.628 2.001 1.19 3.62 -0.77
H -2.606 -0.637 4.006 -2.27 1.71 -2.04
H -2.531 0.836 2.514 -2.02 -1.83 1.19
H -2.443 1.540 -1.253 2.79 0.14 -0.52
H -2.536 2.324 -3.459 2.57 -0.94 0.66
H 0.557 3.362 -3.219 -2.03 -0.55 -0.94
H -0.231 3.086 -4.918 -0.61 0.22 2.48
H -1.029 4.272 -3.679 0.97 -2.36 -0.02
C 7.606 -4.812 0.753 0.18 -0.22 0.37
Cl 7.453 -3.321 -0.191 0.09 0.05 0.13
Cl 8.169 -4.454 2.395 -0.17 -0.01 -0.54
Cl 6.062 -5.681 0.800 0.57 0.28 0.02
H 8.347 -5.453 0.267 -0.32 0.23 0.14
C 2.030 -7.747 -0.167 -0.14 -0.22 0.00
Cl 3.413 -6.801 0.408 -0.36 -0.64 -0.40
Cl 1.997 -7.788 -1.938 -0.03 0.07 0.22
Cl 2.083 -9.391 0.493 -0.04 0.30 -0.08
H 1.114 -7.265 0.183 0.31 -0.16 -0.11
C -4.357 3.318 1.915 -0.19 0.39 -0.15
Cl -4.762 1.852 1.004 -0.18 0.23 -0.04
Cl -5.157 4.731 1.206 0.17 -0.27 0.10
Cl -4.810 3.136 3.618 -0.39 -0.04 -0.31
H -3.276 3.470 1.860 -0.47 -0.07 -0.11
C -0.209 2.934 4.029 0.39 -0.07 0.03
Cl -1.934 3.221 3.742 0.92 -0.07 0.48
Cl 0.597 4.433 4.523 -0.11 -0.18 -0.15
Cl 0.017 1.674 5.254 -0.10 0.17 -0.29
H 0.244 2.592 3.095 -0.16 0.09 0.29
C -6.054 2.529 -3.184 -0.25 -0.05 -0.32
Cl -4.671 3.476 -2.609 -0.11 0.08 0.08
Cl -6.087 2.488 -4.955 -0.03 -0.05 0.43
Cl -6.001 0.886 -2.525 0.03 0.12 0.02
H -6.971 3.011 -2.834 0.34 -0.15 -0.07
C -5.610 5.332 -8.128 -0.01 -0.07 -0.14
Cl -7.178 6.098 -7.819 0.19 -0.05 -0.05
Cl -4.691 5.167 -6.622 0.03 0.17 -0.20
Cl -5.831 3.752 -8.898 0.40 0.32 0.30
H -5.043 5.971 -8.809 -0.19 -0.21 0.23
C -8.163 3.442 5.157 0.05 0.08 -0.10
Cl -8.567 1.977 4.246 0.12 0.18 0.12
Cl -8.962 4.855 4.448 0.18 -0.20 0.10
Cl -8.615 3.260 6.860 0.05 -0.01 -0.13
H -7.082 3.594 5.102 -0.42 -0.04 0.02
C 7.295 -7.204 -3.061 -0.05 -0.28 -0.07
Cl 8.080 -5.791 -2.336 -0.08 -0.09 -0.33
Cl 8.468 -8.507 -3.312 -0.18 0.22 0.00
Cl 5.955 -7.762 -2.044 0.15 0.09 -0.25
H 6.890 -6.912 -4.033 0.16 -0.07 0.35
C -7.105 3.379 10.489 -0.15 -0.02 0.03
Cl -6.320 4.792 11.214 -0.04 -0.14 -0.13
Cl -5.932 2.076 10.238 -0.10 0.17 -0.10
Cl -8.445 2.822 11.506 0.16 0.13 -0.18
H -7.510 3.671 9.517 0.18 -0.11 0.32
C 8.804 -1.443 5.380 -0.01 -0.03 -0.07
Cl 10.459 -0.849 5.164 -0.17 -0.05 0.05
Cl 7.699 -0.631 4.258 0.14 -0.01 0.04
Cl 8.739 -3.200 5.155 -0.23 0.37 -0.25
H 8.487 -1.215 6.401 0.12 -0.11 -0.44
C -3.560 -0.726 10.529 0.03 -0.03 0.19
Cl -2.177 0.220 11.104 -0.23 -0.09 -0.09
Cl -3.593 -0.768 8.758 -0.06 0.05 0.09
Cl -3.506 -2.370 11.189 -0.05 0.25 -0.10
H -4.476 -0.244 10.879 0.31 -0.19 -0.12
C 7.098 3.048 1.491 0.33 -0.03 0.10
Cl 5.530 3.814 1.799 0.21 0.13 0.17
Cl 8.017 2.883 2.997 -0.21 0.07 -0.35
Cl 6.877 1.467 0.721 0.01 0.13 0.02
H 7.665 3.686 0.809 -0.23 -0.22 0.22
C -2.590 -3.723 -4.204 0.03 -0.06 -0.16
Cl -0.831 -3.675 -3.996 -0.12 -0.02 -0.03
Cl -3.144 -5.389 -4.441 -0.01 0.33 0.07
Cl -3.401 -2.989 -2.810 0.02 -0.07 -0.23
H -2.847 -3.144 -5.096 0.06 -0.17 0.32
C 10.139 -4.414 9.069 0.05 0.07 0.12
Cl 10.284 -3.246 7.745 0.48 -0.26 0.67
Cl 8.887 -3.905 10.214 0.52 -0.22 0.26
Cl 9.784 -6.031 8.436 0.09 0.15 0.06
H 11.094 -4.455 9.599 -0.35 0.00 -0.18
C -0.866 -2.611 6.008 -0.34 -0.05 0.29
Cl -1.130 -1.790 4.460 1.58 -1.66 1.71
Cl 0.028 -4.122 5.767 -0.12 0.14 0.00
Cl -0.003 -1.551 7.136 -0.11 -0.09 -0.10
H -1.841 -2.853 6.440 0.36 0.02 -0.01
C -0.739 7.398 -5.135 -0.04 0.14 -0.22
Cl -2.319 6.905 -4.501 0.17 0.06 0.03
Cl 0.531 6.306 -4.557 0.03 0.26 -0.05
Cl -0.765 7.440 -6.906 0.21 -0.43 0.33
H -0.521 8.405 -4.770 -0.10 -0.33 -0.12
C -3.490 10.410 -6.953 -0.10 0.09 -0.03
Cl -1.731 10.457 -6.745 -0.29 0.39 -0.04
Cl -4.044 8.744 -7.190 -0.03 0.21 0.00
Cl -4.301 11.143 -5.559 0.10 -0.10 -0.22
H -3.747 10.988 -7.845 0.12 -0.20 0.32
C 8.767 0.138 -4.672 0.21 0.06 -0.28
Cl 10.015 1.338 -4.297 -0.25 -0.17 -0.06
Cl 9.497 -1.335 -5.333 -0.18 0.22 0.10
Cl 7.810 -0.236 -3.228 0.10 0.07 0.06
H 8.099 0.560 -5.428 0.21 -0.15 0.28
C -4.584 0.625 -11.726 -0.02 -0.11 -0.11
Cl -4.737 2.116 -12.670 0.12 -0.18 0.10
Cl -4.021 0.983 -10.084 0.00 -0.09 -0.17
Cl -6.127 -0.244 -11.679 0.54 -0.20 0.09
H -3.843 -0.016 -12.211 -0.26 0.24 0.18
C 6.052 -2.696 7.977 -0.11 -0.21 0.02
Cl 7.352 -1.612 8.502 -0.47 0.18 0.07
Cl 5.397 -2.172 6.417 -0.01 -0.05 0.23
Cl 6.637 -4.366 7.877 -0.33 0.22 -0.11
H 5.250 -2.656 8.719 0.30 0.01 -0.25
C -9.384 6.552 12.427 0.01 -0.05 0.01
Cl -9.537 8.043 11.482 0.06 -0.19 0.06
Cl -8.821 6.910 14.069 -0.02 -0.09 -0.24
Cl -10.927 5.683 12.474 0.20 0.07 -0.03
H -8.643 5.911 11.941 -0.28 0.24 0.20
C -2.414 -8.789 -5.542 0.03 0.00 -0.04
Cl -1.433 -9.669 -4.357 -0.09 0.17 -0.10
Cl -1.870 -9.147 -7.189 -0.06 0.11 0.22
Cl -4.129 -9.192 -5.351 0.19 0.13 0.00
H -2.290 -7.718 -5.363 0.00 -0.43 -0.09
C -9.405 2.658 -11.428 -0.14 0.12 -0.16
Cl -8.606 3.812 -10.348 -0.40 -0.18 -0.31
Cl -8.227 1.909 -12.520 -0.50 0.40 0.07
Cl -10.261 1.420 -10.492 0.07 0.14 -0.11
H -10.137 3.201 -12.031 0.24 -0.21 0.23
```
Forces are in eV/Å.